DFT (ωB97M-V/def2-TZVPD) results for one molecule with the formula C19H20BNO5 at a distorted geometry.

```
46
Properties=species:S:1:pos:R:3:forces:R:3
O -2.09400 -2.85937 -0.65679 -0.92 -1.21 0.81
O -1.70559 -0.53408 3.44167 -0.88 -0.05 0.01
O -3.02881 -1.35517 1.60535 0.63 -0.08 -0.33
O 2.84486 0.85458 0.30371 0.05 -0.48 -0.12
O -0.20162 -2.40598 -2.86097 1.05 1.45 0.68
B -1.84043 -1.21211 2.26123 0.24 -0.55 -0.11
C -1.29130 -1.96314 -0.80541 0.59 1.43 -0.07
C 2.38052 -0.37904 0.66630 -1.47 -0.87 1.77
C 1.42093 -0.34867 1.66711 1.88 -0.66 -1.66
C 0.36455 2.62940 -2.40726 -0.10 0.69 -0.19
C 1.51540 3.74563 2.14751 -0.28 0.29 0.18
C 0.64291 3.05220 2.98300 -0.26 -0.51 -0.25
C -0.98015 2.37913 -2.58058 -0.34 -0.43 0.59
C 1.20062 1.56646 -2.19133 1.49 -0.18 -0.01
C 2.24691 3.11941 1.16992 0.61 -0.45 -1.01
C 0.41718 1.70452 2.78805 1.15 0.36 0.22
C -1.47983 1.08401 -2.44983 -0.36 0.30 -0.56
C 0.70923 0.28591 -2.15218 1.03 -1.05 0.00
C 2.14870 1.73694 1.07429 -0.77 -0.37 1.13
C 1.27278 1.02076 1.90640 -1.20 1.78 0.66
C -0.63077 0.01631 -2.29431 0.69 -1.40 -0.04
N -0.59698 -1.41350 0.21996 0.77 0.91 -2.02
C -0.73319 -3.69869 -3.10210 -0.37 0.58 -0.01
C 0.74606 -1.53834 2.28418 0.82 -0.58 -0.97
C -1.07522 -1.44767 -2.23577 -0.41 -0.23 -0.19
C -0.55453 -1.90232 1.56542 -1.70 0.12 1.30
H -2.57780 -0.21010 3.72354 0.34 -0.02 0.04
H -2.77994 -1.84211 0.77738 -1.01 0.08 0.60
H 2.70221 -1.32701 0.26601 0.76 0.50 -0.69
H 0.74782 3.64703 -2.45200 -0.07 -0.21 -0.05
H 1.52611 4.81122 2.27868 0.40 0.35 -0.17
H 0.14656 3.58244 3.77790 -0.31 0.12 -0.02
H -1.65598 3.18879 -2.75284 -0.35 0.35 -0.08
H 2.28692 1.67765 -2.10400 -0.48 0.23 0.06
H 2.86822 3.63069 0.44767 0.09 0.30 0.19
H -0.28833 1.16456 3.37643 -0.27 -0.26 0.33
H -2.52915 0.89202 -2.54549 -0.52 0.07 -0.09
H 1.39911 -0.56142 -2.04570 -0.25 0.40 -0.05
H -0.17530 -0.47952 0.08264 -0.23 -1.02 -0.22
H -1.30961 -3.61769 -4.02342 -0.25 -0.45 -0.07
H -1.34221 -4.05180 -2.26861 0.01 -0.06 -0.24
H 0.11857 -4.34689 -3.23540 0.20 -0.21 -0.16
H 1.45448 -2.37371 2.25444 -0.06 0.04 -0.15
H 0.53581 -1.38488 3.32246 -0.12 0.31 0.60
H -2.01632 -1.55265 -2.77609 -0.44 0.21 0.34
H -0.80945 -2.98379 1.54885 0.58 0.44 0.00
```
Positions in Å, forces in eV/Å.

Properties
HOMO-LUMO gap ... 0.3282 Ha
HOMO ... -8.37 eV
LUMO energy ... 0.56 eV
SMILES ... CO[C@@H](C(=O)N[C@@H](Cc1coc2ccccc12)B(O)O)c1ccccc1

***

DFT (ωB97M-V/def2-TZVPD) results for C16H32N3O3PtSSi2 as an isolated structure.

```
58
Properties=species:S:1:pos:R:3:forces:R:3
Pt -0.42031 -0.15649 0.10114 0.24 0.02 -0.11
N -2.44096 -0.87019 0.61826 0.04 -0.05 0.10
C -2.85016 -0.54801 2.00102 -0.11 0.03 -0.03
C -1.93657 0.45702 2.71375 -0.06 -0.06 0.05
O -2.29761 0.80478 3.83842 0.06 0.06 -0.04
O -0.92431 0.87755 2.06625 0.02 -0.02 0.03
H -3.14129 -0.49855 -0.01918 0.03 0.07 -0.01
H -2.42788 -1.87022 0.48835 0.01 -0.08 -0.04
H -2.90034 -1.44958 2.61087 0.04 0.00 -0.02
H -3.84969 -0.11166 1.99778 -0.01 -0.03 -0.01
C -0.19081 3.20408 -0.30569 0.01 0.04 0.04
Si 1.35344 2.37753 -0.96077 0.00 -0.01 -0.08
C 1.51131 2.98854 -2.73955 -0.03 -0.04 -0.05
C 2.80029 3.02576 0.04347 0.01 0.02 0.10
N 1.21227 0.66267 -0.83006 -0.23 -0.01 0.11
C 2.25914 -0.20508 -1.04137 0.15 0.01 -0.05
C 3.46993 0.16106 -1.64746 -0.06 -0.05 0.00
C 4.51366 -0.73804 -1.80971 0.00 0.05 -0.01
C 4.36446 -2.04251 -1.36388 -0.06 -0.03 0.04
C 3.17127 -2.43323 -0.77088 0.02 0.04 -0.04
C 2.09021 -1.55116 -0.60954 -0.01 0.00 0.03
N 0.86868 -1.88978 -0.06116 -0.07 0.01 -0.03
Si 0.63357 -3.42284 0.67480 0.02 -0.03 0.13
C -1.06568 -3.62163 1.45349 -0.06 0.00 -0.01
C 0.71927 -4.85860 -0.54361 -0.02 -0.04 -0.04
C 1.81507 -3.74405 2.10776 0.03 0.00 0.00
H -0.03535 4.28877 -0.28336 -0.01 -0.02 0.01
H -0.42611 2.85443 0.70234 -0.02 0.01 -0.01
H -1.03856 2.99106 -0.96037 0.03 -0.01 0.01
H 1.43679 4.07999 -2.77281 0.00 -0.01 0.01
H 0.68725 2.57643 -3.32938 0.02 0.02 -0.01
H 2.44294 2.70106 -3.22795 0.02 -0.02 0.00
H 2.87578 4.11473 -0.02856 -0.01 -0.01 0.00
H 3.75440 2.59141 -0.25746 -0.02 0.02 0.03
H 2.62846 2.76517 1.09174 0.05 0.02 -0.01
H 3.59538 1.17720 -1.99867 0.00 0.00 -0.03
H 5.43598 -0.41453 -2.27800 0.00 -0.01 0.00
H 5.16895 -2.76047 -1.47277 0.00 0.00 -0.01
H 3.08088 -3.45809 -0.43683 -0.01 0.01 0.02
H -1.85768 -3.73056 0.70610 -0.01 0.04 0.03
H -1.31140 -2.81838 2.15038 0.02 -0.04 -0.04
H -1.05451 -4.55523 2.02414 0.01 0.01 0.00
H -0.06847 -4.73498 -1.29219 0.02 -0.02 -0.01
H 0.54117 -5.80362 -0.02070 0.00 0.00 -0.02
H 1.66788 -4.93472 -1.07420 -0.01 -0.01 0.00
H 1.66652 -2.97259 2.86834 0.00 -0.01 0.00
H 2.86693 -3.72304 1.82080 -0.01 0.01 -0.01
H 1.60502 -4.71557 2.56575 0.01 0.01 0.00
C -3.45423 3.01800 0.98798 0.02 -0.06 0.04
S -3.56632 2.09871 -0.54782 0.04 0.12 0.04
C -4.41877 3.38150 -1.47354 0.01 -0.02 -0.10
O -4.56350 1.00270 -0.33442 -0.06 -0.03 0.01
H -4.46488 3.22347 1.34107 0.00 0.01 -0.01
H -2.89346 3.93401 0.80516 -0.01 0.00 0.00
H -2.90815 2.41306 1.70962 -0.01 0.04 -0.01
H -3.73420 4.21880 -1.61162 -0.02 0.00 -0.01
H -5.31941 3.69457 -0.94608 0.00 -0.04 0.03
H -4.67629 2.94932 -2.43919 -0.01 0.04 0.00
```
Positions in Å, forces in eV/Å.

Properties
HOMO-LUMO gap (spin up / spin down) ... 0.2066 / 0.2210 Ha
HOMO (spin up / spin down) ... -3.33 / -3.73 eV
LUMO energy (spin up / spin down) ... 2.29 / 2.29 eV
2S+1 ... 3
Net charge ... -1

***

Electronic energy: -32433.6518 -57565.2203 (eV)
Energy above the lowest of the compared OMol25 structures with the same formula, charge and spin: 16.0 6.6 (kcal per mole)